No. 1
A structure of composition C25H17Br2CeCl5IN3O3 at a distorted geometry, computed with ωB97M-V with the def2-TZVPD basis set.

Calculated values
energy above the lowest of the compared OMol25 structures with the same formula, charge and spin = 13.6 kcal/mol
calculated total energy = -260538.27285 eV
Kohn-Sham gap (alpha / beta) = 7.717 / 7.716 eV
total charge = +1
2S+1 = 2

```
57
Properties=species:S:1:pos:R:3:forces:R:3:nbo_charge:R:1
Ce -0.269 -0.042 0.935 -0.7 2.2 -1.5 1.16
Cl 2.597 1.424 1.661 -0.1 0.2 0.0 0.11
C 1.389 2.723 1.729 0.4 0.1 0.1 -0.03
C 0.115 2.358 1.395 -0.2 0.4 0.1 -0.55
C -0.812 3.372 1.357 -0.2 0.2 -0.1 0.07
Cl -2.447 2.949 0.855 0.2 0.0 0.0 0.07
C -0.510 4.697 1.652 0.0 0.0 0.0 -0.12
Cl -1.711 5.924 1.574 0.1 0.0 0.0 0.07
C 0.805 5.015 2.015 0.0 0.0 0.0 -0.08
Cl 1.220 6.634 2.399 0.0 0.0 0.0 0.08
C 1.783 4.017 2.051 0.0 0.0 0.0 -0.10
Cl 3.410 4.386 2.461 -0.1 0.0 0.0 0.07
C 1.006 -4.289 0.623 0.0 -0.1 -0.1 -0.62
C 1.524 -2.931 1.025 0.0 0.0 0.0 0.18
C 2.928 -2.962 1.583 0.1 0.0 -0.1 -0.63
O 1.447 -1.996 -0.110 -0.2 -0.1 0.3 -0.70
C 0.557 -2.138 1.909 0.4 -1.0 0.9 0.74
O -0.685 -2.234 1.713 0.2 -0.9 0.1 -0.68
O 1.025 -1.127 2.502 0.4 -0.7 0.1 -0.66
H 1.582 -4.662 -0.226 0.0 0.0 0.0 0.22
H -0.045 -4.245 0.345 0.0 0.0 0.0 0.23
H 1.125 -5.000 1.442 0.0 0.0 0.0 0.23
H 3.603 -3.441 0.870 0.0 0.0 0.0 0.22
H 2.959 -3.546 2.503 0.0 0.0 0.0 0.24
H 3.281 -1.956 1.799 0.0 0.0 0.0 0.24
H 2.183 -2.164 -0.703 0.2 0.1 -0.1 0.51
Br -2.667 -3.587 -4.932 0.0 -0.1 -0.1 0.15
C -2.163 -2.586 -3.439 0.0 0.0 0.0 -0.04
C -2.389 -3.075 -2.164 0.0 0.1 0.1 -0.26
C -1.964 -2.304 -1.100 0.1 0.0 0.0 0.09
N -1.363 -1.116 -1.240 -0.2 -0.1 0.1 -0.49
C -1.175 -0.640 -2.476 0.1 0.1 0.0 0.22
C -1.549 -1.357 -3.604 0.0 0.0 0.0 -0.25
C -0.509 0.689 -2.597 -0.1 -0.1 0.0 0.20
C -0.631 1.432 -3.759 0.0 0.0 0.0 -0.25
C 0.021 2.651 -3.839 0.0 0.0 0.0 -0.03
Br -0.136 3.693 -5.381 0.0 0.1 -0.1 0.15
C 0.779 3.090 -2.771 0.0 0.0 0.1 -0.26
C 0.820 2.293 -1.640 0.0 0.0 0.0 0.11
N 0.184 1.123 -1.533 0.0 -0.1 0.0 -0.47
H -2.862 -4.031 -1.994 0.0 0.0 0.0 0.25
H -2.082 -2.664 -0.086 0.0 0.0 0.0 0.24
H -1.347 -0.981 -4.595 0.0 0.0 0.0 0.24
H -1.240 1.092 -4.583 0.0 0.0 0.0 0.24
H 1.311 4.029 -2.797 0.0 0.0 0.0 0.25
H 1.384 2.614 -0.776 0.0 0.0 0.0 0.23
I -1.151 0.708 4.266 0.1 0.1 0.2 0.42
C -2.632 -0.381 3.293 -0.1 0.1 0.1 0.12
C -3.470 -1.196 4.037 -0.1 0.0 -0.1 -0.26
C -4.500 -1.830 3.365 0.0 0.0 0.0 -0.12
C -4.656 -1.622 2.000 0.0 0.0 0.0 -0.24
C -3.745 -0.814 1.351 0.0 0.0 0.0 0.07
N -2.730 -0.207 1.982 0.0 -0.2 0.0 -0.52
H -3.325 -1.316 5.100 0.0 0.0 0.0 0.25
H -5.183 -2.472 3.905 0.0 0.0 0.0 0.24
H -5.464 -2.080 1.449 0.0 0.0 0.0 0.24
H -3.814 -0.634 0.285 0.0 0.0 0.0 0.21
```
Forces are in eV/Å.

=====

No. 2
A structure of composition C25H17Br2N4O2OsS, computed with ωB97M-V with the def2-TZVPD basis set.

Calculated values
energy above the lowest of the compared OMol25 structures with the same formula, charge and spin = 0.0 kcal/mol
calculated total energy = -189615.60147 eV
Kohn-Sham gap (alpha / beta) = 7.706 / 5.759 eV
total charge = +3
2S+1 = 5

```
52
Properties=species:S:1:pos:R:3:forces:R:3:nbo_charge:R:1
Os -1.043 0.118 0.034 0.0 -0.1 -0.2 1.56
O -0.045 2.100 3.029 0.0 0.0 0.0 -0.81
S 0.367 0.941 2.332 0.0 0.1 0.0 2.28
O -0.656 -0.152 2.067 0.0 0.0 0.0 -0.88
N 0.481 1.288 0.675 0.0 0.0 0.0 -0.74
C 0.740 2.437 0.032 0.0 0.0 0.0 0.17
C 1.604 3.474 0.426 0.0 0.0 0.0 -0.11
C 1.774 4.570 -0.405 0.0 0.0 0.0 -0.18
C 1.100 4.663 -1.616 0.0 0.0 0.0 -0.02
C 0.186 3.650 -2.033 0.0 0.0 0.0 -0.12
C -0.569 3.711 -3.222 0.0 0.0 0.0 -0.02
C -1.461 2.701 -3.509 0.0 0.0 0.0 -0.22
C -1.616 1.646 -2.613 0.0 0.0 0.0 0.12
N -0.907 1.561 -1.483 0.0 0.0 0.1 -0.52
C 0.004 2.546 -1.201 0.0 0.0 0.1 0.25
C 1.793 0.233 2.953 0.0 0.0 0.0 -0.37
C 2.560 1.012 3.825 0.0 0.0 0.0 -0.16
C 3.713 0.455 4.346 0.0 0.0 0.0 -0.19
C 4.074 -0.843 4.003 0.0 0.0 0.0 -0.10
C 3.289 -1.609 3.142 0.0 0.0 0.0 -0.18
C 2.133 -1.079 2.606 0.0 0.0 0.0 -0.19
H 2.140 3.403 1.364 0.0 0.0 0.0 0.26
H 2.446 5.364 -0.109 0.0 0.0 0.0 0.28
H 1.254 5.523 -2.256 0.0 0.0 0.0 0.26
H -0.451 4.550 -3.897 0.0 0.0 0.0 0.27
H -2.056 2.717 -4.411 0.0 0.0 0.0 0.28
H -2.330 0.855 -2.803 0.0 0.0 0.0 0.24
H 2.244 2.008 4.105 0.0 0.0 0.0 0.26
H 4.322 1.026 5.034 0.0 0.0 0.0 0.26
H 4.973 -1.273 4.424 0.0 0.0 0.0 0.26
H 3.574 -2.626 2.911 0.0 0.0 0.0 0.25
H 1.490 -1.673 1.971 0.0 0.0 0.0 0.23
Br -6.137 -4.106 -0.785 0.0 0.0 0.0 0.29
C -4.751 -2.902 -0.593 0.0 0.0 0.0 -0.01
C -4.986 -1.617 -0.103 0.0 0.0 0.0 -0.25
C -3.920 -0.764 0.024 0.0 0.0 0.0 0.10
N -2.656 -1.117 -0.312 0.0 0.1 0.0 -0.54
C -2.421 -2.374 -0.785 0.0 0.0 0.0 0.20
C -3.447 -3.276 -0.934 0.0 0.0 0.0 -0.23
C -1.005 -2.682 -1.102 0.0 0.0 0.0 0.17
C -0.598 -3.868 -1.677 0.0 0.0 0.0 -0.22
C 0.757 -4.062 -1.947 0.0 0.0 0.0 -0.02
Br 1.332 -5.644 -2.719 0.0 0.0 0.0 0.26
C 1.665 -3.053 -1.636 0.0 0.0 0.0 -0.25
C 1.184 -1.895 -1.067 0.0 0.0 0.0 0.09
N -0.117 -1.709 -0.798 0.0 0.0 0.0 -0.55
H -5.977 -1.295 0.180 0.0 0.0 0.0 0.28
H -4.055 0.238 0.409 0.0 0.0 0.0 0.24
H -3.263 -4.275 -1.298 0.0 0.0 0.0 0.26
H -1.305 -4.645 -1.929 0.0 0.0 0.0 0.26
H 2.720 -3.168 -1.839 0.0 0.0 0.0 0.28
H 1.852 -1.082 -0.810 0.0 0.0 0.0 0.22
```
Forces are in eV/Å.

=====

No. 3
A structure of composition C25H17F6N5O5RhS2, computed with ωB97M-V with the def2-TZVPD basis set.

Calculated values
energy above the lowest of the compared OMol25 structures with the same formula, charge and spin = 2.5 kcal/mol
calculated total energy = -84871.79544 eV
Kohn-Sham gap (alpha / beta) = 6.815 / 6.775 eV
2S+1 = 2

```
61
Properties=species:S:1:pos:R:3:forces:R:3:nbo_charge:R:1
Rh -0.132 -0.228 -0.375 0.1 0.0 0.1 0.98
C 4.102 -1.035 -0.904 0.0 0.0 0.0 -0.25
C 2.715 -0.979 -1.123 0.0 0.0 0.0 0.07
N 1.886 -0.513 -0.221 0.0 0.1 0.0 -0.44
C 2.354 -0.059 0.985 0.0 0.0 0.0 0.20
C 3.731 -0.071 1.274 0.0 0.0 0.0 -0.09
C 4.600 -0.583 0.283 0.0 0.0 0.0 -0.13
C 4.187 0.431 2.515 0.0 0.0 0.0 -0.25
C 3.271 0.921 3.399 0.0 0.0 0.0 -0.17
C 1.890 0.938 3.126 0.1 0.0 0.0 -0.29
C 1.385 0.447 1.929 0.0 0.0 0.0 0.17
N 0.091 0.414 1.484 0.1 0.0 -0.1 -0.57
C -1.085 0.732 2.127 0.1 0.0 0.1 0.15
C -1.289 1.083 3.450 0.0 0.0 0.0 -0.28
C -2.577 1.393 3.934 0.1 0.0 0.1 -0.18
C -3.677 1.365 3.131 0.0 0.0 -0.1 -0.23
C -3.526 0.979 1.778 0.0 0.0 0.0 -0.09
C -4.616 0.888 0.879 0.0 0.0 0.0 -0.11
C -4.409 0.492 -0.407 0.0 0.0 0.0 -0.25
C -3.103 0.164 -0.814 0.0 0.0 -0.1 0.10
N -2.078 0.229 0.000 -0.1 0.0 0.0 -0.44
C -2.250 0.653 1.292 -0.1 0.0 0.0 0.20
H 4.746 -1.437 -1.673 0.0 0.0 0.0 0.23
H 2.270 -1.316 -2.050 0.0 0.0 0.0 0.23
H 5.665 -0.610 0.485 0.0 0.0 0.0 0.22
H 5.245 0.418 2.743 0.0 0.0 0.0 0.22
H 3.605 1.316 4.351 0.0 0.0 0.0 0.22
H 1.243 1.368 3.867 0.0 0.0 0.0 0.21
H -0.480 1.091 4.156 0.0 0.0 0.0 0.21
H -2.681 1.657 4.979 0.0 0.0 0.0 0.22
H -4.660 1.608 3.510 0.0 0.0 0.0 0.22
H -5.610 1.131 1.234 0.0 0.0 0.0 0.22
H -5.215 0.404 -1.121 0.0 0.0 0.0 0.24
H -2.908 -0.169 -1.822 0.0 0.0 0.0 0.24
O 0.104 1.944 -1.263 0.0 0.0 0.0 -0.58
N 1.112 2.538 -0.689 0.0 0.1 0.0 0.07
C 0.928 3.205 0.468 0.0 0.0 0.0 0.01
C 1.994 3.789 1.118 0.0 0.0 0.0 -0.21
C 3.266 3.701 0.576 0.0 0.0 0.0 -0.19
C 3.427 3.039 -0.631 0.0 0.0 0.0 -0.23
C 2.338 2.468 -1.250 0.0 0.0 0.0 0.01
H -0.090 3.205 0.824 0.0 0.0 0.0 0.25
H 1.813 4.296 2.054 0.0 0.0 0.0 0.24
H 4.114 4.141 1.083 0.0 0.0 0.0 0.23
H 4.396 2.951 -1.101 0.0 0.0 0.0 0.24
H 2.366 1.927 -2.183 0.0 0.0 0.0 0.24
F 0.405 -3.263 -4.217 0.1 0.0 0.0 -0.29
C 0.257 -3.763 -3.001 0.0 0.0 0.0 0.73
F -0.294 -4.968 -3.078 0.0 0.0 0.0 -0.30
F 1.470 -3.879 -2.445 0.0 0.0 0.0 -0.32
S -0.766 -2.655 -1.911 0.0 -0.4 0.1 2.24
O -0.388 -3.028 -0.571 -0.2 0.1 -0.3 -0.91
O -0.331 -1.317 -2.333 0.1 0.4 0.2 -0.96
N -2.260 -2.934 -2.163 0.0 -0.1 0.0 -1.23
S -3.053 -2.632 -3.513 0.0 0.0 0.0 2.26
O -2.245 -2.718 -4.692 -0.1 0.0 0.0 -0.92
O -3.959 -1.534 -3.352 0.0 0.0 0.0 -0.93
C -4.121 -4.133 -3.521 0.0 0.0 0.0 0.72
F -4.911 -4.081 -4.593 0.0 0.0 0.0 -0.31
F -4.881 -4.183 -2.430 0.0 0.0 0.0 -0.31
F -3.382 -5.236 -3.585 0.0 0.0 0.0 -0.31
```
Forces are in eV/Å.

=====

No. 4
A structure of composition C25H18F2HgN5O4 at a distorted geometry, computed with ωB97M-V with the def2-TZVPD basis set.

Calculated values
energy above the lowest of the compared OMol25 structures with the same formula, charge and spin = 36.1 kcal/mol
calculated total energy = -51466.69729 eV
Kohn-Sham gap (alpha / beta) = 4.466 / 7.583 eV
total charge = -2
2S+1 = 2

```
55
Properties=species:S:1:pos:R:3:forces:R:3:nbo_charge:R:1
Hg -0.492 -0.311 0.004 0.2 -0.2 -0.3 1.44
O -5.012 1.316 0.200 3.2 -1.0 -0.5 -0.70
C -3.745 1.083 0.202 -1.6 0.9 1.6 0.61
N -2.920 0.200 -0.339 -1.6 -0.7 -0.6 -0.78
C -3.454 -0.735 -1.231 0.8 -0.9 -2.0 0.65
O -4.514 -1.346 -1.179 0.1 0.5 0.3 -0.62
C -2.474 -1.039 -2.401 1.1 1.1 2.2 0.00
C -2.766 -1.645 -3.593 -1.2 -1.5 1.1 -0.21
C -1.781 -2.130 -4.443 0.6 1.5 0.3 -0.35
C -0.420 -1.692 -4.157 -2.2 -0.7 -0.6 -0.31
C -0.166 -1.013 -3.029 -1.0 -1.0 1.0 -0.02
N -1.123 -0.765 -2.065 0.2 0.5 -0.8 -0.72
C -2.887 2.113 0.977 -2.4 2.9 -0.7 0.16
C -3.529 3.384 1.238 0.8 -2.2 1.1 -0.23
C -2.843 4.458 1.793 -1.9 -0.1 -1.1 -0.21
C -1.486 4.324 1.799 1.9 0.4 -0.2 -0.27
C -0.942 3.105 1.386 1.2 2.1 1.3 0.04
N -1.589 2.037 1.076 0.1 -2.1 -0.8 -0.46
H -3.798 -2.033 -3.599 0.3 0.5 -0.6 0.22
H -2.063 -2.530 -5.386 0.0 -0.5 -0.6 0.18
H 0.340 -2.092 -4.761 1.2 0.0 -0.7 0.19
H 0.849 -0.953 -2.733 0.9 0.7 0.4 0.18
H -4.582 3.325 1.154 -0.9 0.3 -0.3 0.24
H -3.471 5.349 1.992 1.0 -0.3 0.2 0.21
H -0.739 5.117 1.984 -0.8 -0.3 0.2 0.21
H 0.123 3.060 1.327 0.6 -0.2 0.1 0.19
N 1.174 1.245 -1.373 -0.8 1.0 -0.1 -0.92
C 1.628 2.557 -0.759 1.4 -1.8 -1.7 -0.35
C 3.021 2.929 -1.426 -1.2 -0.1 1.0 0.77
O 3.171 4.133 -1.677 0.6 0.0 -0.3 -0.76
O 3.775 1.931 -1.548 0.4 0.3 -0.3 -0.82
H 2.064 0.793 -1.649 -0.7 0.3 -0.1 0.40
H 0.580 1.456 -2.221 1.2 -0.5 1.2 0.38
H 1.848 2.363 0.288 -0.3 0.3 0.3 0.17
H 0.923 3.328 -0.975 -0.6 0.5 0.3 0.20
F -1.863 -2.253 4.781 0.8 0.4 -0.1 -0.37
C -0.775 -2.056 3.930 -2.7 0.4 0.4 0.40
C -1.015 -1.309 2.799 1.7 -1.0 -0.7 -0.33
C 0.063 -1.278 1.839 -2.0 0.7 0.4 -0.41
C 1.179 -2.053 2.073 1.1 -0.3 0.3 -0.15
C 1.277 -2.812 3.251 0.7 0.6 0.2 0.43
F 2.383 -3.524 3.565 0.2 0.1 -0.3 -0.33
C 0.362 -2.736 4.249 0.1 -0.4 0.5 -0.39
C 2.356 -2.043 1.186 1.0 -1.5 -1.1 0.16
C 2.853 -0.928 0.555 0.6 1.3 0.0 -0.24
C 3.963 -0.961 -0.311 -1.0 -0.6 0.5 -0.17
C 4.524 -2.201 -0.510 -0.5 0.9 0.6 -0.28
C 3.964 -3.303 0.136 1.1 -0.5 -1.3 0.04
N 2.955 -3.262 0.928 -2.3 0.9 1.3 -0.42
H -2.008 -0.943 2.563 0.2 0.2 0.2 0.24
H 0.559 -3.169 5.229 -0.3 -0.1 -0.4 0.23
H 2.521 0.069 0.792 -0.7 0.0 0.1 0.23
H 4.276 -0.039 -0.807 0.1 -0.2 0.2 0.28
H 5.422 -2.208 -1.042 1.2 -0.7 -1.1 0.20
H 4.306 -4.314 -0.082 0.4 0.1 0.1 0.17
```
Forces are in eV/Å.

=====

Which of these has the lowest calculated total energy?
C25H17Br2CeCl5IN3O3